No. 1
Computed, not measured: a structure of composition C28H84AsF6N8O10, with the ωB97M-V functional and the def2-TZVPD basis.

Positions of all 137 atoms, in Å:
C 7.02292 2.93251 2.44569
C 6.29310 1.75919 1.84845
C 5.06916 2.12251 1.04390
O 4.52925 0.89495 0.48668
C 3.64386 1.16575 -0.58575
N 7.21130 0.92810 0.97683
H 7.77677 0.27178 1.51769
H 6.61465 0.33799 0.37916
H 7.82822 1.49096 0.38287
H 6.34970 3.46145 3.12148
H 7.30209 3.62976 1.65155
H 7.90845 2.69337 3.03203
H 5.98937 1.02779 2.60308
H 5.37226 2.75873 0.20584
H 4.28737 2.56429 1.65889
H 3.07307 2.09617 -0.52427
H 2.92036 0.34993 -0.64722
H 4.14487 1.17390 -1.56169
C -1.96475 -4.87240 3.10536
C -1.12454 -4.29602 1.99651
C -0.31303 -5.26155 1.17319
O 0.32642 -4.51191 0.16414
C 1.35136 -5.27892 -0.47273
N -2.03456 -3.50358 1.05931
H -1.50919 -2.91126 0.39450
H -2.50885 -4.19489 0.47116
H -2.70181 -2.86845 1.49649
H -2.68798 -5.62927 2.79126
H -2.53810 -4.08861 3.60868
H -1.37732 -5.33394 3.89914
H -0.44969 -3.51307 2.35533
H -0.97756 -6.03977 0.76409
H 0.43779 -5.76083 1.79247
H 0.94472 -6.19641 -0.90681
H 2.11594 -5.54264 0.26279
H 1.79193 -4.67924 -1.26333
C -3.44623 1.56208 3.74836
C -2.15235 2.34080 3.84675
C -1.30268 2.18971 2.60990
O -0.15513 2.95790 2.72733
C 0.53425 3.18833 1.51617
N -2.55229 3.81686 3.99625
H -3.29263 3.82943 4.70829
H -1.83861 4.43648 4.38502
H -3.00291 4.27384 3.17565
H -4.08234 2.06485 3.01677
H -3.95622 1.50322 4.70964
H -3.24904 0.53546 3.44069
H -1.58700 2.25608 4.77501
H -1.91503 2.43536 1.72488
H -1.09389 1.11658 2.47247
H 1.11126 2.31589 1.19835
H 1.19584 4.03828 1.68786
H -0.14766 3.51795 0.72523
C -6.92406 0.07598 -1.07688
C -5.55038 0.64998 -1.32007
C -5.54922 1.84982 -2.23517
O -6.10377 2.91828 -1.52630
C -6.27609 4.06530 -2.33234
N -4.89521 1.05352 -0.02678
H -5.36131 1.86582 0.39673
H -4.86194 0.28841 0.64354
H -3.91726 1.32154 -0.20396
H -6.99257 -0.78715 -0.41204
H -7.28976 -0.31428 -2.03263
H -7.67747 0.81378 -0.79872
H -4.91295 -0.11926 -1.75855
H -6.05990 1.65679 -3.18287
H -4.49191 2.09607 -2.45394
H -5.35822 4.36790 -2.85022
H -6.59174 4.92016 -1.73885
H -7.08074 3.87247 -3.04875
C 3.63652 -4.67627 3.69252
C 4.34246 -3.36312 3.95202
C 3.94941 -2.25023 2.99901
O 2.58990 -1.97808 3.17941
C 2.00686 -1.21819 2.12932
N 3.95687 -2.90704 5.37247
H 4.52658 -2.09341 5.61590
H 2.98316 -2.58795 5.39215
H 4.09748 -3.64408 6.06695
H 3.82006 -4.98008 2.66360
H 2.55547 -4.54977 3.81453
H 3.88151 -5.48635 4.37908
H 5.41795 -3.49871 4.06254
H 4.15638 -2.55269 1.96496
H 4.56682 -1.35443 3.17376
H 0.95657 -0.97773 2.30980
H 2.03713 -1.82490 1.21855
H 2.42348 -0.21840 1.97135
C -1.07270 4.11782 -4.73309
C -0.59967 3.81498 -3.34022
C 0.67595 4.52603 -2.96216
O 0.82966 4.44010 -1.56287
C 1.97099 5.10783 -1.05150
N -1.66311 4.26301 -2.34872
H -2.13748 3.47743 -1.87915
H -1.19666 4.68043 -1.52468
H -2.42086 4.88098 -2.64146
H -2.10570 3.80377 -4.89641
H -0.51089 3.54811 -5.47510
H -0.98770 5.17335 -4.98811
H -0.49562 2.75442 -3.10988
H 0.63801 5.57232 -3.29464
H 1.53171 4.06517 -3.46818
H 2.49007 5.65617 -1.84071
H 2.65522 4.40716 -0.56751
H 1.68702 5.86020 -0.31209
C -0.91548 -4.06299 -5.78830
C -0.59202 -4.62868 -4.43027
C 0.89173 -4.76061 -4.19605
O 1.38327 -3.44967 -3.96593
C 2.79721 -3.40660 -3.94668
N -1.13578 -3.62440 -3.38196
H -0.34492 -3.15750 -2.90162
H -1.58007 -2.84405 -3.87227
H -1.73208 -3.97963 -2.64143
H -0.65183 -4.79801 -6.55444
H -0.32284 -3.18739 -6.05154
H -1.98725 -3.91479 -5.92839
H -1.15509 -5.53710 -4.23180
H 1.39251 -5.20520 -5.05935
H 1.12423 -5.38270 -3.32142
H 3.10932 -2.37000 -3.90344
H 3.22541 -3.85330 -4.85182
H 3.19073 -4.02413 -3.12941
N -3.28302 4.44395 0.68819
O -2.49822 5.36866 0.49425
O -3.30037 3.47412 -0.12273
O -4.02900 4.42940 1.69011
As -1.13987 -0.21009 -1.12434
F -0.12765 -1.63554 -1.00140
F -0.74134 -0.03174 -2.77690
F -2.15900 1.18548 -1.24173
F -1.67540 -0.38137 0.53700
F 0.18542 0.75332 -0.63846
F -2.41183 -1.34796 -1.54286

Forces on the atoms, in the same order (eV/Å):
C -0.1490 0.5136 -0.0530
C 0.0141 -0.7031 0.7969
C -0.0743 -1.0257 -0.9906
O 0.4936 0.8251 0.4868
C -0.6321 -0.6033 -1.0998
N -0.1992 -0.3692 -0.5115
H 0.2610 0.3375 0.1058
H -0.0067 0.2365 -0.1244
H 0.0160 -0.0087 0.0646
H -0.0173 0.0261 -0.0616
H 0.0792 0.0593 0.0952
H 0.0149 -0.2840 -0.1186
H -0.0471 0.2188 0.1654
H -0.2120 0.3480 0.1563
H 0.2580 0.4187 0.0992
H 0.1775 0.0297 0.4986
H 0.0228 0.0391 0.2023
H 0.2991 0.1171 0.2295
C -0.4719 -0.1385 0.5795
C 0.1872 1.1177 0.4960
C -0.2171 -0.0783 -0.2064
O -0.0786 -0.1289 -0.2580
C -0.0659 -0.0588 0.0828
N 0.4136 -0.3130 -1.2386
H 0.3036 -0.1925 0.2389
H -0.4956 0.2464 0.1776
H -0.0886 -0.3582 0.3356
H 0.1392 0.0188 -0.2749
H 0.0555 0.0433 -0.0931
H 0.2621 -0.0014 -0.2208
H 0.0284 -0.2008 0.2529
H 0.1738 -0.0311 -0.1076
H -0.1870 -0.0132 0.2438
H 0.0039 -0.0209 0.0501
H 0.0521 -0.0550 -0.0910
H -0.0230 0.1733 0.0672
C 0.1396 -0.1503 0.2802
C 0.0235 1.5765 0.0534
C -0.4310 -0.7460 -0.3024
O 0.1108 0.2928 0.2599
C 0.0162 0.6371 -0.1470
N -0.8738 0.2967 0.8107
H 0.0402 0.1040 -0.0664
H 0.3537 -0.2313 -0.3945
H 0.0640 -0.2013 -0.5373
H -0.1100 -0.1532 0.0021
H -0.0989 0.1075 -0.0482
H 0.0229 0.0170 -0.0967
H 0.1127 -0.9481 -0.1526
H 0.1484 0.3289 0.0581
H 0.2239 0.0413 0.1859
H -0.1069 -0.0679 -0.0630
H 0.1253 -0.1804 0.1321
H -0.0512 -0.3050 -0.0240
C -0.8949 -0.2665 -0.6083
C -0.4559 -0.6742 -0.0804
C 0.8274 0.6635 0.2456
O -0.0875 -0.0707 0.3451
C -0.5696 0.4962 -0.3779
N 0.5352 0.0620 0.0541
H 0.0211 0.0876 -0.2444
H -0.3303 -0.0281 -0.0359
H -0.1579 0.4056 0.0429
H 0.3401 0.1837 0.2487
H 0.1319 0.0667 -0.0063
H 0.2555 0.1317 0.2724
H 0.1332 0.0285 0.0979
H -0.1049 -0.1953 0.0913
H -0.1345 -0.0680 -0.2468
H 0.0451 -0.2807 -0.0398
H 0.0285 -0.2547 0.3616
H 0.2267 0.0859 -0.2006
C -0.7134 -0.0201 -0.0376
C -0.2074 -0.4551 1.1044
C 0.4753 0.2393 -0.3238
O -0.4803 0.3554 0.4508
C -0.4959 0.1173 -0.6255
N -0.0003 0.5312 -0.4712
H 0.0183 -0.1349 0.3169
H -0.0393 -0.1990 -0.0318
H 0.0235 0.0308 0.0132
H 0.1087 -0.1827 0.0779
H 0.0438 0.1764 -0.2152
H 0.5089 0.0787 -0.0946
H 0.0731 0.0556 -0.5723
H 0.0265 -0.2015 0.0848
H -0.1198 0.0134 0.0896
H 0.0076 -0.5631 0.5506
H 0.1271 0.2932 -0.1669
H 0.6933 -0.2862 0.0611
C -0.0684 -0.4959 -0.8042
C -0.6768 0.1704 0.5284
C 0.5170 0.3438 -0.2704
O -0.1884 -0.2212 0.2599
C 0.2228 0.6861 0.0289
N 0.0407 -0.3928 1.3673
H -0.0802 0.0334 -0.2015
H -0.1370 0.3229 -0.2005
H 0.3601 0.1998 -0.4145
H -0.0361 0.0586 0.1826
H 0.2018 0.1328 0.0915
H -0.0028 0.0451 0.1116
H 0.0284 -0.0651 -0.3366
H -0.0456 -0.0068 0.1303
H -0.1467 -0.0761 -0.1148
H 0.1176 -0.1838 0.0093
H -0.0205 -0.1163 -0.1770
H -0.2215 -0.1413 0.0054
C -0.0426 -0.5788 -0.8591
C -0.6711 0.4373 0.2111
C 0.5840 0.0664 0.5072
O -0.2908 -0.0462 -0.0781
C 0.4507 -0.5971 -0.3367
N 0.9931 0.8849 0.1442
H 0.0933 -0.2069 -0.2359
H -0.3900 -0.2000 0.1359
H -0.2862 -0.2323 -0.3453
H 0.0187 -0.1061 0.1662
H -0.1767 0.2244 0.3140
H 0.0384 0.2821 0.0952
H 0.2458 -0.2234 -0.1757
H -0.2276 -0.0845 -0.0944
H -0.1006 -0.1118 -0.1041
H -0.0115 0.0386 0.2561
H -0.1967 0.1711 -0.1010
H 0.0130 0.3518 0.2030
N 0.5004 0.1872 -0.2311
O 0.0623 -0.0322 -0.0317
O -0.2574 -0.3235 0.0449
O 0.0941 -0.4571 0.1565
As 0.1746 -0.2243 -0.2413
F 0.0260 -0.1678 0.3127
F 0.0739 -0.1379 -0.2809
F -0.3537 -0.0828 -0.0363
F 0.1172 -0.3022 0.1763
F 0.1723 0.1654 0.2263
F -0.3758 0.1879 -0.0488

Energy relative to the best compared isomer or geometry (same formula, charge and spin) in kJ/mol: 0.0
Multiplicity: 1
Charge: +5
Frontier orbital gap in Ha: 0.3122

---

No. 2
Computed, not measured: the molecule C5H10O, with the ωB97M-V functional and the def2-TZVPD basis.

Positions of all 16 atoms, in Å:
C 1.81197 0.15315 0.04360
C 0.32332 0.51980 0.09237
C -0.40434 0.28761 -1.24027
C -2.43047 -0.52072 0.07873
O -1.77569 0.02143 1.07887
C -0.37563 -0.25860 1.21444
H 2.34285 0.73610 -0.71588
H 2.30508 0.34475 1.00515
H 1.95374 -0.90866 -0.19376
H 0.23638 1.58436 0.34368
H -0.22146 1.09480 -1.95000
H -0.11509 -0.66811 -1.69462
H -1.85828 -1.43772 -0.24429
H -1.51253 0.32140 -1.14359
H -0.06795 0.07110 2.21245
H -0.21190 -1.34069 1.11312

Forces on the atoms, in the same order (eV/Å):
C 0.0205 -0.0178 -0.0187
C -0.0871 0.0754 -0.0560
C 0.3603 0.0770 -0.1851
C -0.1201 -0.4004 0.7935
O -0.3912 -0.1146 -0.0597
C 0.1380 -0.0974 -0.1006
H -0.1315 -0.0726 0.0873
H -0.1444 -0.0148 -0.1497
H -0.0827 0.1481 0.0092
H -0.0115 -0.1227 -0.0108
H 0.3204 -0.0397 -0.0122
H -0.0880 0.1999 0.0352
H -0.0676 0.1884 0.1326
H 0.3734 0.1034 -0.2215
H -0.0347 -0.0363 -0.2160
H -0.0538 0.1239 -0.0274

Energy relative to the best compared isomer or geometry (same formula, charge and spin) in kJ/mol: 346.3
Multiplicity: 1
Charge: 0
Frontier orbital gap in Ha: 0.3461